The following is a quantum chemistry calculation of an isolated molecule of C24H28FN3O, from the OMol25 dataset.

```
57
C24H28FN3O | the OMol25 dataset | ωB97M-V/def2-TZVPD
O 3.55254 0.55122 -2.25591
C 2.57639 0.68438 -1.25176
C 1.74870 -0.59764 -1.00297
C 2.69977 -1.77167 -0.69551
C 3.31122 -1.85034 0.71113
C 4.28087 -0.74694 1.02845
C 4.03624 0.15326 2.05775
C 4.93589 1.16599 2.34266
C 6.09774 1.29068 1.60196
C 6.35889 0.39037 0.58263
C 5.46066 -0.62187 0.30324
C 0.74060 -0.29572 0.11328
C -0.32353 -1.38976 0.24435
N -1.06288 -1.63506 -0.98235
C -1.99217 -0.56783 -1.33070
C -3.08416 -0.46944 -0.29965
C -3.71892 -1.64518 0.08239
C -4.74794 -1.61525 1.00005
F -5.34996 -2.76886 1.35241
C -5.18180 -0.42980 1.56728
C -4.55089 0.74016 1.19745
C -3.51004 0.73528 0.26888
N -2.93194 1.97256 -0.06601
C -3.59506 3.14388 -0.22326
C -2.65612 4.10542 -0.50042
C -1.43394 3.41746 -0.48118
N -1.61701 2.14002 -0.22313
C -0.14629 -1.96826 -2.05242
C 0.95683 -0.92612 -2.28670
H 3.10790 0.36131 -3.08939
H 1.89071 1.51011 -1.49534
H 3.12424 0.95399 -0.34835
H 3.51426 -1.71742 -1.42156
H 2.16984 -2.71011 -0.86620
H 2.52253 -1.88121 1.46389
H 3.85015 -2.80192 0.76724
H 3.13227 0.06400 2.64522
H 4.72715 1.85966 3.14460
H 6.79859 2.08311 1.82036
H 7.26742 0.47729 0.00480
H 5.67524 -1.32208 -0.49044
H 0.23980 0.65009 -0.10432
H 1.25555 -0.16956 1.06364
H 0.14225 -2.33761 0.52940
H -1.03662 -1.11476 1.02480
H -1.50471 0.40507 -1.45558
H -2.45489 -0.84673 -2.28518
H -3.39029 -2.58040 -0.34091
H -5.98584 -0.43246 2.28516
H -4.85583 1.67351 1.64548
H -4.66244 3.20301 -0.16027
H -2.81872 5.14602 -0.68989
H -0.44511 3.79897 -0.64220
H 0.30117 -2.93397 -1.79852
H -0.71916 -2.10498 -2.97400
H 0.49485 -0.00850 -2.66146
H 1.62974 -1.30811 -3.05863
```

Properties
LUMO energy   0.732 eV
Kohn-Sham gap   9.008 eV
Charge   0
Energy relative to the best compared isomer or geometry (same formula, charge and spin)   7.4 kcal/mol

The following is a quantum chemistry calculation of an isolated molecule of C4H8OS at a distorted geometry, from the OMol25 dataset.

```
14
C4H8OS | the OMol25 dataset | ωB97M-V/def2-TZVPD
C 0.46692 1.46598 0.02341
C 0.22694 0.03375 -0.35383
C 1.51274 -0.72489 -0.19663
O 2.59938 -0.39499 0.21039
C -0.93556 -0.59206 0.46581
S -2.61976 -0.08492 0.01201
H 1.25064 2.06927 -0.68242
H 0.88859 1.34074 1.05289
H -0.42889 2.06686 0.26933
H 0.15201 -0.32853 -1.32915
H 1.38000 -1.83868 -0.26166
H -0.85858 -1.70610 0.25257
H -0.87104 -0.42290 1.52590
H -2.76338 -0.88355 -0.98862
```

Properties
LUMO energy   0.744 eV
Kohn-Sham gap   10.172 eV
Charge   0
Energy relative to the best compared isomer or geometry (same formula, charge and spin)   33.8 kcal/mol

The following is a quantum chemistry calculation of an isolated molecule of C13H13N at a distorted geometry, from the OMol25 dataset.

```
27
C13H13N | the OMol25 dataset | ωB97M-V/def2-TZVPD
C 1.53086 -0.89150 -2.66839
C 1.97948 -1.37018 -1.41697
C 0.28379 -0.30351 -2.89719
C 1.10039 -1.41272 -0.40595
C -0.60466 0.00363 -1.76752
C -0.23410 -0.74736 -0.56775
C -0.98575 -0.71904 0.47975
C -1.34499 -0.15172 1.63755
C 0.21778 2.11998 -0.42491
C 0.38771 1.51688 0.88118
C 1.69102 1.17689 1.18864
C -0.74982 1.21633 1.84268
C -2.32360 -0.95893 2.53513
N -0.21474 1.50896 -1.42197
H 2.24654 -1.07363 -3.55715
H 3.07070 -1.65175 -1.18479
H -0.19737 -0.01754 -3.76450
H 1.35307 -1.72957 0.58406
H -1.62011 0.03439 -1.91763
H 1.95412 0.47135 2.12727
H 2.47905 1.26000 0.58905
H -1.54093 1.93289 1.63149
H -0.39402 1.28983 2.77729
H -3.09351 -1.34016 1.77391
H -2.81600 -0.30066 3.25759
H -1.88430 -1.82982 3.00956
H -0.29061 1.96697 -2.32041
```

Properties
LUMO energy   -0.032 eV
Kohn-Sham gap   7.028 eV
Charge   0
Energy relative to the best compared isomer or geometry (same formula, charge and spin)   142.7 kcal/mol

The following is a quantum chemistry calculation of a cluster of 2 separate species, C3H7NO2S in total at a distorted geometry, from the OMol25 dataset.

```
14
C3H7NO2S | the OMol25 dataset | ωB97M-V/def2-TZVPD
O 2.02367 0.27487 -0.64333
C 0.79367 0.63906 -1.08998
O 0.70023 1.65070 -1.77077
C -0.24284 -0.39817 -1.33877
C -0.61656 0.50515 -0.03918
S -0.94118 -0.39554 1.33164
N -0.07667 -1.74320 -0.95910
H 2.52446 1.10420 -0.62058
H -0.79371 -0.23724 -2.25530
H -0.90914 1.53682 0.09680
H -1.06671 0.91074 4.16672
H -1.02097 0.17755 4.05527
H 0.55480 -1.78043 -0.16917
H -0.92904 -2.24450 -0.76425
```

Properties
LUMO energy   -1.916 eV
Kohn-Sham gap   7.201 eV
Charge   0
Energy relative to the best compared isomer or geometry (same formula, charge and spin)   111.5 kcal/mol

The following is a quantum chemistry calculation of a cluster of 8 separate species, C48H120N8O16 in total at a distorted geometry, from the OMol25 dataset.

```
192
C48H120N8O16 | the OMol25 dataset | ωB97M-V/def2-TZVPD
C -2.03938 0.48382 -6.73131
O -3.52112 0.55571 -6.68565
C -4.15808 -0.57725 -6.14114
C -5.64734 -0.16127 -5.89752
N -5.73708 1.17211 -5.25779
C -5.47216 1.15242 -3.85807
C -5.48103 2.60926 -3.42512
O -4.94567 2.62071 -2.11547
C -4.51585 3.89509 -1.67379
H -1.81779 0.25399 -5.70037
H -1.78687 1.52951 -6.99488
H -1.66283 -0.29650 -7.42016
H -3.72632 -0.84110 -5.14601
H -3.98003 -1.33817 -6.90225
H -6.08283 -1.03607 -5.36335
H -6.14215 -0.11583 -6.84578
H -5.11545 1.85550 -5.68342
H -4.54864 0.70742 -3.59051
H -6.33330 0.65235 -3.40344
H -6.48662 3.09639 -3.52835
H -4.86351 3.25260 -4.05284
H -3.98558 3.83818 -0.72844
H -5.28739 4.69334 -1.66453
H -3.73989 4.15970 -2.39685
C 8.63042 -3.02061 -5.96265
O 7.50025 -3.63151 -5.33573
C 6.95579 -2.83966 -4.28545
C 5.79336 -3.52891 -3.60729
N 4.62663 -3.45518 -4.48413
C 3.45844 -4.28607 -4.23188
C 2.65563 -3.89529 -3.02147
O 3.41299 -4.07160 -1.83703
C 2.42575 -4.01655 -0.79048
H 8.35235 -2.03821 -6.35909
H 8.87041 -3.62516 -6.80411
H 9.43146 -3.00576 -5.19257
H 6.56447 -1.88507 -4.70768
H 7.72542 -2.70169 -3.51182
H 5.73005 -2.88847 -2.67910
H 6.07792 -4.60544 -3.30230
H 4.96884 -3.62020 -5.41863
H 3.83162 -5.29725 -4.13380
H 2.79135 -4.19064 -5.08428
H 1.80549 -4.54548 -3.03338
H 2.23502 -2.90039 -3.08017
H 1.84899 -3.08008 -0.80281
H 2.95352 -4.15811 0.14747
H 1.63973 -4.73131 -0.86838
C 1.99023 -1.38274 4.77814
O 1.07067 -0.46998 5.34687
C -0.31986 -0.65902 4.97590
C -0.92947 0.76133 5.00813
N -0.93853 1.32732 6.33620
C -1.38427 2.70091 6.27173
C -1.17566 3.38339 7.56921
O 0.18374 3.73548 7.71310
C 0.60496 4.29156 8.92276
H 1.81735 -2.42394 4.98572
H 2.94566 -1.07804 5.26073
H 2.08351 -1.28505 3.69171
H -0.80680 -1.38104 5.67266
H -0.32895 -1.13343 3.98804
H -1.94321 0.67007 4.73644
H -0.43008 1.34963 4.24670
H 0.06242 1.26048 6.58564
H -2.45064 2.68658 6.01804
H -0.82757 3.29465 5.49575
H -1.50323 2.65888 8.30388
H -1.70838 4.28487 7.82523
H 0.38770 3.65713 9.80162
H 0.06399 5.18545 9.11094
H 1.67818 4.43443 8.85193
C -0.85614 4.48456 -3.59867
O -1.21232 3.32876 -2.75684
C -1.55038 2.13892 -3.53239
C -1.95716 1.14026 -2.47230
N -1.60678 -0.23774 -2.87622
C -2.27816 -1.31235 -2.07951
C -2.07256 -1.24521 -0.55566
O -0.68053 -1.38631 -0.30253
C -0.34614 -1.53972 1.11766
H -0.52125 5.13227 -2.82014
H -1.77044 4.77144 -4.17133
H -0.12295 4.11706 -4.27304
H -0.64649 1.80724 -4.07544
H -2.28212 2.38350 -4.34178
H -3.02796 1.14700 -2.25507
H -1.50968 1.51470 -1.56971
H -0.62397 -0.37594 -3.07038
H -1.89018 -2.21739 -2.53749
H -3.33581 -1.24730 -2.35556
H -2.60826 -2.06904 -0.08153
H -2.51465 -0.30975 -0.17608
H -0.79662 -2.37969 1.64955
H -0.60461 -0.68089 1.70533
H 0.74786 -1.71019 1.22409
C 0.07545 -7.26861 -0.26239
O -0.64402 -6.52786 0.56559
C -0.83330 -6.89198 1.93355
C -1.62026 -5.84196 2.66466
N -1.39141 -5.76736 4.07988
C -0.18358 -5.06430 4.31863
C -0.05423 -4.87239 5.80272
O -1.18909 -4.10351 6.35362
C -1.19014 -3.71820 7.69055
H 0.29409 -6.66124 -1.12706
H -0.43997 -8.15755 -0.70390
H 1.03488 -7.68385 0.17923
H 0.05737 -7.09871 2.50512
H -1.30404 -7.85376 1.96287
H -2.71651 -6.03747 2.58637
H -1.45394 -4.92626 2.10338
H -2.23419 -5.43471 4.50482
H -0.14787 -4.05125 3.77285
H 0.71439 -5.61848 4.01769
H 0.89748 -4.45283 6.09136
H -0.11040 -5.88132 6.28217
H -1.32568 -4.44540 8.47063
H -2.01950 -3.03209 7.68281
H -0.28153 -3.15091 7.96438
C -6.94522 -2.39869 -1.57880
O -6.02471 -1.55588 -0.82272
C -6.77101 -0.45290 -0.37494
C -5.87143 0.45082 0.56748
N -5.67389 -0.15515 1.89271
C -4.26090 -0.53717 2.20693
C -4.07320 -0.99129 3.69929
O -4.18606 0.11934 4.52855
C -4.19173 -0.27745 5.92161
H -7.66521 -1.95220 -2.22476
H -7.35235 -3.08443 -0.84476
H -6.25536 -3.01096 -2.20494
H -7.67566 -0.82184 0.18559
H -7.15763 0.11855 -1.27133
H -6.41915 1.38258 0.68908
H -4.89669 0.57049 0.07816
H -5.84076 0.59410 2.54410
H -3.53970 0.27652 2.02635
H -4.00740 -1.34195 1.55771
H -3.06388 -1.40971 3.86212
H -4.79893 -1.81789 3.95755
H -4.86163 -1.16345 6.03419
H -4.63883 0.48120 6.56304
H -3.21371 -0.56496 6.28556
C 2.22281 -0.55421 -5.28478
O 1.87372 -0.43849 -3.93226
C 2.54520 0.51984 -3.18578
C 1.88924 0.59020 -1.84138
N 2.86423 1.06686 -0.87883
C 2.48623 0.68019 0.51683
C 1.25683 1.57859 0.85473
O 0.80821 1.43874 2.19339
C 1.47655 2.33049 3.11427
H 1.68361 -1.39365 -5.72807
H 3.34027 -0.72350 -5.36994
H 1.96394 0.35591 -5.86863
H 2.53395 1.52783 -3.66325
H 3.57128 0.14474 -3.02965
H 1.44265 -0.42554 -1.64905
H 1.08159 1.30352 -1.86880
H 3.70581 0.55701 -1.16082
H 3.26453 0.83988 1.27703
H 2.23326 -0.46033 0.60327
H 0.42019 1.32092 0.20313
H 1.51806 2.66595 0.67148
H 1.48486 1.77336 4.03596
H 0.94126 3.25678 3.11179
H 2.52685 2.48228 2.81852
C 6.51399 5.96863 -3.13334
O 6.75142 4.80157 -2.41631
C 7.46381 4.81658 -1.20222
C 6.47716 4.54905 -0.10740
N 5.44084 5.54563 -0.02103
C 4.31262 5.29178 0.84179
C 3.02766 5.08961 0.08225
O 2.65839 6.05797 -0.84186
C 2.24135 7.24164 -0.20314
H 5.52791 6.43612 -3.20716
H 6.84356 5.78288 -4.16189
H 7.15263 6.82402 -2.79284
H 7.88105 5.80500 -1.02214
H 8.20895 3.99138 -1.12503
H 6.92896 4.56116 0.88116
H 5.98414 3.58678 -0.26098
H 5.01320 5.78598 -0.90542
H 4.22274 6.08920 1.62620
H 4.60548 4.42534 1.44868
H 2.27054 4.85802 0.80406
H 3.23244 4.19094 -0.49189
H 3.02993 7.77261 0.35904
H 1.41046 7.02598 0.46596
H 1.83324 7.88271 -0.97120
```

Properties
LUMO energy   0.617 eV
Kohn-Sham gap   8.898 eV
Charge   0
Energy relative to the best compared isomer or geometry (same formula, charge and spin)   103.8 kcal/mol

The following is a quantum chemistry calculation of a structure of composition C31H33N9O2STi, from the OMol25 dataset.

```
77
C31H33N9O2STi | the OMol25 dataset | ωB97M-V/def2-TZVPD
Ti 0.79925 -0.32616 -1.14187
C 0.38088 -3.64002 -4.10122
C 0.17759 -2.56754 -3.09602
N 1.07439 -1.70670 -2.74486
N 2.25845 -1.64550 -3.41387
C 2.80293 -0.48636 -3.14606
O 2.18487 0.34262 -2.33471
C 4.07482 -0.07929 -3.73074
C 4.63642 1.14851 -3.37688
C 5.85076 1.52981 -3.91810
C 6.50726 0.69217 -4.81087
C 5.94960 -0.53098 -5.16477
C 4.73713 -0.91957 -4.62800
C -1.12396 -2.34397 -2.44899
C -2.23613 -3.13301 -2.66914
C -3.44833 -2.76603 -2.09961
C -3.51215 -1.61507 -1.33256
C -2.35125 -0.88990 -1.13196
N -1.18121 -1.24312 -1.67094
H 1.36608 -3.55711 -4.54678
H -0.38168 -3.58831 -4.87989
H 0.28917 -4.61358 -3.61212
H 4.11889 1.79300 -2.67992
H 6.28812 2.48042 -3.64509
H 7.45671 0.99317 -5.23283
H 6.46446 -1.17951 -5.86015
H 4.29522 -1.86951 -4.89459
H -2.16361 -4.01592 -3.28799
H -4.33201 -3.36752 -2.26521
H -4.43748 -1.27910 -0.88747
H -2.35935 0.00426 -0.52089
N 3.87357 -0.75512 2.09075
C 2.99611 -0.36471 1.16889
S 2.55900 -1.52415 -0.06564
N 2.53722 0.86172 1.21365
N 1.66787 1.15152 0.23416
C 1.26593 2.36889 0.13848
C 0.28862 2.66587 -0.88754
C -0.10344 3.95540 -1.20330
C -0.98461 4.14573 -2.25461
C -1.43701 3.04388 -2.96833
C -1.00697 1.78719 -2.59456
N -0.17415 1.59235 -1.56445
H 4.29016 -1.66873 2.05170
H 4.23280 -0.07913 2.74625
H 1.67350 3.13912 0.78354
H 0.28724 4.78905 -0.63670
H -1.30660 5.14222 -2.52499
H -2.11283 3.15259 -3.80388
H -1.33163 0.90829 -3.13582
C -4.69788 2.02227 5.03046
C -3.20218 2.25221 5.17585
N -2.40243 1.12769 4.66806
C -1.68867 0.31355 5.65111
C -2.61492 -0.52815 6.51632
C -2.26939 1.02506 3.33973
O -2.74812 1.81989 2.53597
C -1.55598 -0.16340 2.73593
C -1.74236 -1.49347 3.07372
C -1.14950 -2.47333 2.28430
C -0.40343 -2.09538 1.19133
N -0.22527 -0.80633 0.84912
C -0.79107 0.12283 1.61678
H -5.24359 2.87673 5.42876
H -5.01578 1.13238 5.57422
H -4.96499 1.91023 3.98053
H -2.93032 2.38841 6.22201
H -2.90702 3.14968 4.63277
H -1.11245 0.98961 6.28667
H -0.96163 -0.30993 5.13330
H -3.28289 0.10324 7.10152
H -2.03165 -1.12791 7.21464
H -3.23260 -1.19759 5.91577
H -2.35020 -1.77437 3.92351
H -1.26789 -3.52235 2.51566
H 0.07902 -2.83289 0.56215
H -0.68740 1.15914 1.32631
```

Properties
LUMO energy   -7.248 eV
Kohn-Sham gap   6.137 eV
Charge   +2

The following is a quantum chemistry calculation of a structure of composition C11H14GeNO4Ru, from the OMol25 dataset.

```
32
C11H14GeNO4Ru | the OMol25 dataset | ωB97M-V/def2-TZVPD
Ru -0.61860 -0.56355 -0.48484
O 2.75370 -2.02012 1.28833
C 1.53613 -1.64160 0.95801
O 1.29082 -1.19946 -0.23656
C 0.47703 -1.71323 1.87829
C 0.45482 -2.09274 3.23722
C -0.73033 -2.05630 3.91940
C -1.92912 -1.62776 3.28301
C -1.86356 -1.26302 1.97576
N -0.70247 -1.34000 1.29116
C -2.96758 -0.74418 1.10309
O -4.10672 -0.61618 1.40212
O -2.46498 -0.41363 -0.13065
H 3.35628 -1.89865 0.53960
H 1.37586 -2.39566 3.71506
H -0.75906 -2.34448 4.96054
H -2.87445 -1.58484 3.80451
C -0.13729 3.38893 -2.51918
Ge 0.56910 1.70962 -1.85530
C -0.31707 0.24621 -2.94164
C 2.49169 1.50728 -1.93326
C -0.21589 1.29872 -0.10622
H 0.12783 3.49960 -3.57067
H 0.29289 4.21866 -1.96070
H -1.22080 3.41471 -2.41982
H 0.39951 0.00750 -3.72858
H -1.21781 0.67408 -3.37825
H -0.61885 -0.77309 -2.61575
H 2.82939 1.65271 -2.95934
H 2.78282 0.51262 -1.60258
H 2.97574 2.24980 -1.30087
H -0.96901 1.90806 0.38812
```

Properties
2S+1   5
LUMO energy (alpha / beta)   -4.410 / -5.899 eV
Kohn-Sham gap (alpha / beta)   5.975 / 7.601 eV
Charge   +1

The following is a quantum chemistry calculation of the ion C2H6NO with charge -2 at a distorted geometry, from the OMol25 dataset.

```
10
C2H6NO | the OMol25 dataset | ωB97M-V/def2-TZVPD
C -1.60008 0.45655 0.54427
N -0.27439 -0.13976 0.70162
C 0.49583 -0.47450 -0.57735
O 1.74033 0.05878 -0.67648
H -2.14786 0.40030 1.53195
H -1.85974 1.47420 0.21411
H -2.16513 -0.19818 -0.12400
H 0.29442 0.52408 1.07286
H 0.62529 -1.52154 -0.60958
H -0.12331 -0.06310 -1.38633
```

Properties
2S+1   2
LUMO energy (alpha / beta)   7.876 / 7.771 eV
Kohn-Sham gap (alpha / beta)   3.085 / 6.760 eV
Charge   -2
Energy relative to the best compared isomer or geometry (same formula, charge and spin)   0.0 kcal/mol